Below is an isolated molecule of C3H7NO2, with properties calculated with ωB97M-V/def2-TZVPD.

```
13
Properties=species:S:1:pos:R:3:forces:R:3:lowdin_charge:R:1
C 1.44409 -0.74063 0.55564 -0.4 -0.2 0.0 -0.064
C 0.50712 0.31947 0.06059 -2.3 -0.3 0.3 -0.276
C -1.34751 0.13953 0.20381 1.7 -0.5 1.4 -0.157
O -1.98669 1.34031 0.08256 0.1 0.2 -0.2 -0.035
N 0.20442 0.38932 -1.29133 0.9 -0.1 -2.7 -0.125
O 0.59402 -0.51924 -2.03664 -0.3 0.9 1.3 -0.045
H 2.44205 -0.58089 0.14091 0.0 0.1 0.0 0.085
H 1.49946 -0.73416 1.64190 0.0 0.0 0.0 0.076
H 1.11873 -1.71922 0.20123 0.0 0.0 0.1 0.078
H 0.57853 1.31669 0.49105 0.0 -0.1 -0.1 0.134
H -1.40401 -0.17839 1.24313 -0.2 0.0 0.0 0.110
H -1.70374 -0.65664 -0.45206 0.3 0.1 -0.1 0.116
H -1.94647 1.62385 -0.84078 0.1 -0.1 0.0 0.102
```
Positions in Å, forces in eV/Å.

Results
HOMO-LUMO gap: 9.38 eV
LUMO level: 0.61 eV
molecular weight: 89.09 g mol⁻¹
energy relative to the best compared isomer or geometry (same formula, charge and spin): 440.9 kJ/mol
SMILES: C[C@H](CO)N=O
total charge: 0
2S+1: 1